No. 1
Formula: C30H30F36N3O24S6V
Source: OMol25
Level of theory: wB97M-V/def2-TZVPD

Last column: Mulliken charge in e.
Atoms and positions in Å:
V (15.866, 11.425, 14.727)  1.652
C (14.431, 15.240, 14.262)  0.468
F (13.268, 15.054, 14.851)  -0.146
F (14.338, 14.794, 13.031)  -0.118
F (14.694, 16.568, 14.219)  -0.137
S (15.929, 14.279, 15.143)  -0.101
O (16.612, 13.481, 14.089)  0.135
O (16.749, 15.206, 15.943)  -0.348
N (15.266, 12.886, 15.924)  0.344
S (14.961, 13.524, 17.345)  0.260
O (16.094, 13.427, 18.272)  -0.398
O (14.371, 14.849, 17.315)  -0.415
C (13.533, 12.417, 18.161)  0.299
F (12.412, 12.950, 17.764)  -0.177
F (13.669, 11.168, 17.709)  -0.094
F (13.613, 12.376, 19.461)  -0.191
C (18.987, 11.937, 17.529)  0.806
F (20.239, 11.505, 17.595)  -0.181
F (18.582, 12.296, 18.758)  -0.223
F (18.933, 12.975, 16.750)  -0.120
S (17.883, 10.519, 16.886)  0.094
O (18.457, 9.246, 17.300)  -0.490
O (16.504, 10.729, 17.378)  -0.207
N (17.736, 10.835, 15.172)  0.117
S (19.230, 10.476, 14.525)  0.613
O (19.712, 11.474, 13.581)  -0.589
O (20.290, 10.035, 15.440)  -0.538
C (18.804, 8.874, 13.422)  0.624
F (18.163, 9.214, 12.324)  -0.231
F (19.932, 8.235, 13.055)  -0.216
F (17.987, 8.181, 14.229)  -0.210
C (11.761, 11.192, 14.408)  0.565
F (11.934, 12.424, 14.963)  -0.102
F (11.607, 10.294, 15.388)  -0.197
F (10.679, 11.259, 13.642)  -0.186
S (13.252, 10.767, 13.278)  0.139
O (12.877, 10.055, 12.080)  -0.530
O (13.932, 12.021, 13.039)  -0.251
N (14.468, 10.046, 14.346)  0.000
S (14.106, 8.479, 14.272)  0.777
O (12.691, 8.108, 14.256)  -0.616
O (14.972, 7.830, 13.282)  -0.664
C (14.698, 8.008, 16.048)  0.609
F (13.997, 8.679, 16.973)  -0.285
F (14.327, 6.768, 16.188)  -0.226
F (16.008, 8.097, 16.048)  -0.134
C (13.964, 19.109, 11.728)  -1.003
C (13.644, 17.902, 10.798)  -0.254
O (12.690, 17.160, 11.488)  -0.066
C (11.900, 16.181, 10.869)  0.307
O (12.010, 15.947, 9.651)  -0.589
C (10.951, 15.453, 11.836)  0.957
F (9.741, 15.473, 11.278)  -0.262
F (11.354, 14.195, 12.034)  -0.275
F (10.907, 16.022, 13.034)  -0.209
H (14.697, 18.831, 12.485)  0.113
H (13.066, 19.536, 12.174)  0.322
H (14.485, 19.915, 11.210)  0.433
H (14.509, 17.252, 10.669)  0.145
H (13.286, 18.110, 9.789)  0.464
C (20.498, 14.839, 13.820)  -0.665
C (19.760, 16.124, 14.127)  0.290
O (19.419, 16.847, 12.960)  -0.362
C (18.218, 16.638, 12.357)  0.147
O (17.345, 15.890, 12.794)  -0.460
C (18.009, 17.403, 10.978)  0.879
F (18.181, 16.508, 9.950)  -0.251
F (16.735, 17.820, 10.976)  -0.181
F (18.891, 18.385, 10.791)  -0.245
H (20.594, 14.261, 14.739)  0.130
H (21.503, 14.989, 13.425)  0.433
H (19.959, 14.265, 13.066)  0.060
H (20.349, 16.783, 14.765)  0.378
H (18.870, 16.052, 14.751)  -0.237
C (12.336, 18.945, 15.052)  -0.797
C (11.496, 18.676, 16.312)  -0.426
O (10.080, 18.698, 15.970)  -0.182
C (9.224, 19.279, 16.831)  0.282
O (9.505, 19.849, 17.830)  -0.511
C (7.752, 19.089, 16.321)  0.858
F (7.168, 18.246, 17.270)  -0.249
F (7.171, 20.304, 16.333)  -0.227
F (7.729, 18.494, 15.089)  -0.212
H (12.063, 19.944, 14.712)  0.405
H (12.062, 18.324, 14.200)  0.091
H (13.390, 18.762, 15.264)  0.371
H (11.869, 19.416, 17.020)  0.336
H (11.619, 17.683, 16.746)  0.258
C (17.341, 16.440, 19.320)  -1.120
C (17.179, 15.432, 20.551)  0.225
O (16.444, 15.861, 21.661)  -0.206
C (17.011, 16.245, 22.828)  0.396
O (18.208, 16.114, 23.051)  -0.586
C (15.943, 16.714, 23.806)  0.879
F (14.763, 17.047, 23.195)  -0.246
F (15.702, 15.744, 24.653)  -0.228
F (16.340, 17.782, 24.501)  -0.254
H (17.572, 17.453, 19.650)  0.485
H (16.417, 16.455, 18.741)  0.090
H (18.190, 16.165, 18.695)  0.323
H (18.191, 15.193, 20.878)  0.358
H (16.708, 14.502, 20.234)  -0.040
C (15.036, 8.865, 9.062)  -1.516
C (15.744, 9.358, 10.303)  0.503
O (15.786, 10.750, 10.225)  -0.162
C (16.362, 11.526, 11.150)  -0.087
O (16.397, 11.229, 12.399)  0.973
C (16.944, 12.894, 10.686)  0.459
F (16.082, 13.853, 11.073)  -0.196
F (18.154, 13.079, 11.182)  -0.166
F (16.932, 12.933, 9.316)  -0.304
H (15.372, 9.467, 8.218)  0.352
H (13.987, 9.067, 9.276)  0.325
H (15.141, 7.837, 8.717)  0.384
H (16.764, 8.975, 10.270)  0.224
H (15.247, 9.083, 11.233)  -0.089
C (13.591, 9.237, 23.284)  -1.235
C (13.849, 10.740, 22.939)  -0.051
O (15.221, 10.827, 22.716)  -0.209
C (15.909, 11.955, 22.779)  0.406
O (15.403, 13.061, 22.987)  -0.546
C (17.422, 11.805, 22.456)  0.869
F (18.111, 12.376, 23.459)  -0.265
F (17.808, 10.477, 22.394)  -0.268
F (17.642, 12.525, 21.414)  -0.141
H (12.588, 9.089, 23.685)  0.393
H (14.274, 8.922, 24.072)  0.332
H (13.701, 8.538, 22.454)  0.307
H (13.785, 11.407, 23.798)  0.343
H (13.290, 11.050, 22.055)  0.118

Results
⟨S²⟩ = 2.010
spin multiplicity = 3
gap between HOMO and LUMO (spin up / spin down) = 0.279 / 0.312 Eh
E_HOMO (spin up / spin down) = -0.3999 / -0.3999 Ha
energy relative to the best compared isomer or geometry (same formula, charge and spin) = 444.83 kJ/mol
electronic energy = -273728.8824 eV
E_LUMO (spin up / spin down) = -3.29 / -2.38 eV

=====

No. 2
Formula: C4H6NO
Source: OMol25
Level of theory: wB97M-V/def2-TZVPD

Last column: Mulliken charge in e.
Atoms and positions in Å:
C (1.375, 1.093, 0.645)  -0.009
C (-0.455, -0.835, 0.684)  0.352
C (0.666, 0.034, 0.600)  0.109
C (-1.605, -0.287, 0.050)  -0.946
N (1.195, 0.306, -0.737)  -0.322
O (-0.329, -1.997, 0.837)  -0.199
H (1.966, 1.820, 1.074)  0.425
H (-1.873, -1.023, -0.722)  0.345
H (-1.230, 0.501, -0.578)  0.313
H (-2.402, 0.001, 0.725)  0.285
H (0.597, 0.616, -1.528)  0.307
H (2.096, -0.230, -1.052)  0.339

Results
⟨S²⟩ = 2.006
net charge = +1
spin multiplicity = 3
gap between HOMO and LUMO (spin up / spin down) = 0.260 / 0.339 Eh
E_HOMO (spin up / spin down) = -0.4236 / -0.6104 Ha
energy relative to the best compared isomer or geometry (same formula, charge and spin) = 335.62 kJ/mol
electronic energy = -7767.6934 eV
E_LUMO (spin up / spin down) = -4.46 / -7.38 eV

=====

No. 3
Formula: C5H12O2
Source: OMol25
Level of theory: wB97M-V/def2-TZVPD

Last column: Mulliken charge in e.
Atoms and positions in Å:
O (1.890, 2.041, -0.532)  -0.519
C (0.510, 2.402, -0.842)  -0.435
C (-0.262, 1.384, 0.069)  -0.922
C (-0.007, -0.125, -0.091)  -0.463
C (-0.926, -0.995, 0.796)  -0.459
C (-0.691, -2.442, 0.379)  -0.585
O (0.606, -2.833, 0.975)  -0.521
H (2.482, 2.517, -1.165)  0.294
H (0.381, 3.397, -0.340)  0.290
H (0.218, 2.247, -1.900)  0.329
H (-1.325, 1.630, -0.087)  0.399
H (-0.140, 1.700, 1.109)  0.396
H (1.017, -0.341, 0.179)  0.258
H (-0.231, -0.443, -1.141)  0.301
H (-0.647, -0.791, 1.812)  0.354
H (-1.958, -0.654, 0.518)  0.306
H (-0.606, -2.463, -0.705)  0.377
H (-1.410, -3.162, 0.789)  0.292
H (1.099, -3.066, 0.178)  0.310

Results
gap between HOMO and LUMO = 0.407 Eh
E_HOMO = -0.3729 Ha
energy relative to the best compared isomer or geometry (same formula, charge and spin) = 158.45 kJ/mol
electronic energy = -9473.4934 eV
E_LUMO = 0.92 eV
structure (SMILES) = OCCCCCO

=====

No. 4
Formula: ClH2O2PS2
Source: OMol25
Level of theory: wB97M-V/def2-TZVPD

Last column: Mulliken charge in e.
Atoms and positions in Å:
O (-1.160, -0.159, 1.282)  -0.454
P (-0.188, 0.175, 0.122)  0.743
O (-1.214, -0.107, -1.092)  -0.504
S (0.715, 1.917, -0.062)  -0.347
S (1.105, -1.593, 0.000)  -0.049
Cl (2.718, -0.573, -0.373)  -0.081
H (-1.077, 0.143, 2.116)  0.332
H (-0.899, 0.198, -1.992)  0.360

Results
gap between HOMO and LUMO = 0.348 Eh
E_HOMO = -0.3440 Ha
energy relative to the best compared isomer or geometry (same formula, charge and spin) = 44.45 kJ/mol
electronic energy = -47610.8651 eV
E_LUMO = 0.10 eV
structure (SMILES) = OP(O)(=S)SCl

=====

No. 5
Formula: C4H6N5O2
Source: OMol25
Level of theory: wB97M-V/def2-TZVPD

Last column: Mulliken charge in e.
Atoms and positions in Å:
O (1.597, -1.417, -1.044)  -0.520
C (1.192, -0.544, -0.066)  0.691
O (1.606, -0.923, 1.233)  -0.504
C (1.693, 0.864, -0.316)  -0.192
N (1.091, 1.944, -0.001)  -0.665
N (-0.231, 1.815, 0.247)  0.162
C (-0.957, 0.681, 0.202)  0.431
N (-2.304, 0.469, 0.050)  -0.108
C (-2.346, -0.890, -0.113)  -0.234
N (-1.192, -1.431, -0.297)  -0.944
N (-0.359, -0.445, -0.106)  0.788
H (2.625, -1.496, -1.020)  0.404
H (1.655, -1.871, 1.351)  0.374
H (2.707, 0.834, -0.765)  0.304
H (-0.548, 2.760, 0.472)  0.231
H (-3.024, 1.063, 0.417)  0.281
H (-3.204, -1.414, -0.243)  0.502

Results
net charge = +1
gap between HOMO and LUMO = 0.376 Eh
E_HOMO = -0.5099 Ha
energy relative to the best compared isomer or geometry (same formula, charge and spin) = 86.66 kJ/mol
electronic energy = -15782.0884 eV
E_LUMO = -3.63 eV
structure (SMILES) = OC1(O)C=NNc2[nH+]cnn21

=====

No. 6
Formula: C17H24N7OPtS
Source: OMol25
Level of theory: wB97M-V/def2-TZVPD

Last column: Mulliken charge in e.
Atoms and positions in Å:
Pt (-0.048, -1.486, -0.670)  0.327
C (5.032, -2.190, 0.961)  -1.126
N (3.756, -1.691, 1.462)  -0.056
C (3.838, -0.281, 1.787)  -1.117
C (2.628, -2.045, 0.669)  0.440
N (1.912, -1.217, -0.077)  -0.692
N (2.256, -3.352, 0.829)  -0.086
C (1.234, -3.975, 0.194)  0.329
N (0.838, -5.196, 0.800)  -0.541
N (0.639, -3.444, -0.868)  -0.548
H (5.757, -2.242, 1.777)  0.352
H (5.443, -1.543, 0.170)  0.320
H (4.900, -3.187, 0.548)  0.344
H (4.573, -0.141, 2.582)  0.270
H (2.872, 0.081, 2.133)  0.379
H (4.154, 0.336, 0.929)  0.382
H (2.336, -0.307, -0.164)  0.096
H (2.553, -3.750, 1.707)  0.300
H (1.625, -5.807, 0.992)  0.208
H (0.168, -5.689, 0.226)  0.242
H (-0.091, -4.054, -1.213)  0.266
O (-0.252, 0.457, -3.136)  -0.653
N (-1.403, 0.825, -2.767)  0.782
C (-1.932, 1.964, -3.314)  -0.329
C (-3.178, 2.399, -3.018)  -0.821
C (-3.993, 1.633, -2.110)  -0.295
C (-3.488, 0.578, -1.464)  -1.054
C (-2.074, 0.078, -1.558)  0.774
S (-2.027, -1.724, -1.864)  -0.739
H (-1.256, 2.450, -4.005)  0.421
H (-3.553, 3.296, -3.491)  0.394
H (-5.033, 1.904, -1.970)  0.384
H (-4.118, -0.042, -0.841)  0.645
C (-3.286, 0.456, 1.580)  -1.862
C (-2.390, 1.604, 1.192)  0.987
C (-2.535, 2.825, 1.842)  -0.710
C (-1.602, 3.838, 1.687)  -0.711
C (-0.481, 3.598, 0.907)  -0.645
C (-0.321, 2.395, 0.231)  0.828
C (0.891, 2.164, -0.620)  -0.622
C (-1.315, 1.405, 0.303)  -0.111
N (-1.246, 0.204, -0.423)  -0.173
H (-3.388, 0.428, 2.668)  0.534
H (-2.859, -0.483, 1.231)  0.310
H (-4.294, 0.541, 1.166)  0.282
H (-3.379, 2.960, 2.511)  0.415
H (-1.732, 4.789, 2.189)  0.361
H (0.287, 4.358, 0.807)  0.387
H (1.739, 2.745, -0.249)  0.510
H (0.718, 2.426, -1.663)  0.187
H (1.124, 1.106, -0.596)  -0.567

Results
⟨S²⟩ = 2.052
net charge = -1
spin multiplicity = 3
gap between HOMO and LUMO (spin up / spin down) = 0.146 / 0.218 Eh
E_HOMO (spin up / spin down) = -0.0475 / -0.1238 Ha
energy relative to the best compared isomer or geometry (same formula, charge and spin) = 51.15 kJ/mol
electronic energy = -44576.5389 eV
E_LUMO (spin up / spin down) = 2.68 / 2.56 eV

=====

No. 7
Formula: C4H7F
Source: OMol25
Level of theory: wB97M-V/def2-TZVPD

Last column: Mulliken charge in e.
Atoms and positions in Å:
C (-0.934, -0.481, -1.229)  -1.049
C (-0.826, 0.031, 0.209)  -0.292
C (0.598, -0.151, 0.411)  -0.498
C (1.572, 0.861, 0.975)  -0.275
F (2.799, 0.480, 1.220)  -0.233
H (-0.055, -0.216, -1.732)  0.412
H (-1.915, -0.092, -1.759)  0.255
H (-1.047, -1.552, -1.080)  0.300
H (-1.062, 0.998, 0.488)  0.369
H (-1.329, -0.633, 0.939)  0.206
H (0.944, -1.097, 0.384)  0.441
H (1.254, 1.852, 1.174)  0.365

Results
gap between HOMO and LUMO = 0.354 Eh
E_HOMO = -0.3122 Ha
energy relative to the best compared isomer or geometry (same formula, charge and spin) = 166.75 kJ/mol
electronic energy = -6976.4645 eV
E_LUMO = 1.14 eV
structure (SMILES) = CC/C=C/F

=====

> Which formula does entry 1 have?

C30H30F36N3O24S6V

=====

> energy relative to the best compared isomer or geometry (same formula, charge and spin) of number 6 (C17H24N7OPtS)?

51.15 kJ/mol

=====

> Look up the energy relative to the best compared isomer or geometry (same formula, charge and spin) of the sixth one.

51.15 kJ/mol